1.
The molecule C2H8N6 in a non-equilibrium geometry, computed with wB97M-V/def2-TZVPD.

Last columns: bonded neighbours and bond lengths (Å).
Atoms and positions in Å:
1 C 0.347 -0.167 -0.028  N12 1.328, N13 1.512, N15 1.350
2 C -3.253 -0.086 0.013  H7 1.260, H8 1.319, N14 1.411
3 H 1.436 2.448 0.987  N11 1.016
4 H 2.038 2.469 -0.704  N11 0.981
5 H 2.428 0.067 -0.307  N12 1.260
6 H -1.129 1.531 -0.553  N13 1.207
7 H -3.588 1.056 0.427  C2 1.260
8 H -4.005 -1.164 -0.100  C2 1.319
9 H 1.391 -2.730 1.002  N16 1.229
10 H 2.162 -2.815 -0.564  N16 1.086
11 N 1.389 2.239 -0.006  H3 1.016, H4 0.981, N12 1.550
12 N 1.359 0.691 -0.067  C1 1.328, H5 1.260, N11 1.550
13 N -0.983 0.537 0.115  C1 1.512, H6 1.207, N14 1.470
14 N -1.932 -0.552 -0.161  C2 1.411, N13 1.470
15 N 0.504 -1.502 -0.156  C1 1.350, N16 1.454
16 N 1.837 -2.021 0.102  H9 1.229, H10 1.086, N15 1.454

Its SMILES is C=NN/C(=N/N)NN. The calculation puts the gap between HOMO and LUMO at 8.67 eV. For the LUMO energy, the calculation gives 0.78 eV. The calculation puts the HOMO energy at -7.89 eV.

2.
A cluster of 2 separate species, C2H8NO in total in a non-equilibrium geometry, computed with wB97M-V/def2-TZVPD.

Last columns: bonded neighbours and bond lengths (Å).
Atoms and positions in Å:
1 O 0.664 2.229 -1.345  H2 0.949
2 H -0.042 2.673 -1.799  O1 0.949
3 C -0.394 -1.081 1.614  N4 1.471, H6 1.088, H7 1.090, H8 1.109
4 N -0.533 -0.230 0.423  C3 1.471, C5 1.490, H9 1.019
5 C 0.131 -1.019 -0.653  N4 1.490, H10 1.108, H11 1.090, H12 1.081
6 H -0.961 -0.656 2.440  C3 1.088
7 H -0.647 -2.124 1.424  C3 1.090
8 H 0.660 -1.145 1.952  C3 1.109
9 H 0.048 0.593 0.573  N4 1.019
10 H 1.167 -1.161 -0.285  C5 1.108
11 H 0.352 -0.399 -1.522  C5 1.090
12 H -0.373 -1.967 -0.773  C5 1.081

The calculation puts the gap between HOMO and LUMO at 6.28 eV. As for the charge: -1. For the LUMO energy, the calculation gives 4.07 eV. The calculation puts the HOMO energy at -2.21 eV.

3.
A cluster of 2 separate species, C2H8NO in total in a non-equilibrium geometry, computed with wB97M-V/def2-TZVPD.

Last columns: bonded neighbours and bond lengths (Å).
Atoms and positions in Å:
1 O -1.205 0.792 1.590  H2 0.945
2 H -1.952 1.004 2.130  O1 0.945
3 C 1.382 0.565 -0.251  N4 1.653, H6 1.042, H7 1.106, H8 1.211
4 N 0.361 -0.718 -0.040  C3 1.653, C5 1.433, H9 1.008
5 C -0.373 -0.914 -1.255  N4 1.433, H10 1.122, H11 1.088, H12 1.106
6 H 1.640 0.972 0.674  C3 1.042
7 H 2.272 0.358 -0.873  C3 1.106
8 H 0.899 1.398 -0.986  C3 1.211
9 H -0.121 -0.186 0.668  N4 1.008
10 H -0.646 0.044 -1.771  C5 1.122
11 H -1.331 -1.429 -1.246  C5 1.088
12 H 0.304 -1.372 -2.001  C5 1.106

The calculation puts the gap between HOMO and LUMO (alpha / beta) at 9.60 / 6.10 eV. Its expectation value of S² is 0.75. For the LUMO energy (alpha / beta), the calculation gives 0.74 / -2.73 eV. Its spin multiplicity is 2. The calculation puts the HOMO energy (alpha / beta) at -8.86 / -8.83 eV.

Sequential total energy output: -11135.470, -5740.033, -5736.993 eV
Sequential relative energy (zero: lowest compared OMol25 entry of this formula, charge and spin) output: 828.80, 110.03, 261.58 kJ/mol